The molecule C5H8O in a non-equilibrium geometry. Source: the OMol25 dataset; level of theory: ωB97M-V with the def2-TZVPD basis set.

The geometry in XYZ format:
```
14
Properties=species:S:1:pos:R:3
H -2.25 0.44 0.09
H 0.28 -2.01 1.06
H 2.04 -0.89 -0.64
C 1.77 -0.08 -1.44
C -0.10 -1.04 1.02
H 2.07 -0.57 -2.35
H -1.23 1.82 -0.44
H -1.50 -0.09 1.91
H 2.36 0.87 -1.32
C -0.23 -0.05 -0.05
C -1.31 0.92 0.23
C 0.33 0.18 -1.40
H -1.34 1.34 1.24
O -0.88 -0.85 2.10
```

As for the total charge: 0. The orbital gap (alpha / beta) comes out at 7.397 / 7.583 eV. The HOMO energy (alpha / beta) comes out at -7.6501 / -7.8946 eV. The calculation puts the molecular weight at 84.12 g mol⁻¹. The value obtained for the energy relative to the best compared isomer or geometry (same formula, charge and spin) is 119.6 kcal per mole.


A cluster of 3 separate species, C3H13NO3 in total in a non-equilibrium geometry. Source: the OMol25 dataset; level of theory: ωB97M-V with the def2-TZVPD basis set.

The geometry in XYZ format:
```
20
Properties=species:S:1:pos:R:3
O -1.82 0.39 3.13
O 0.67 -3.04 -1.08
H -0.27 -1.15 0.42
C 0.14 0.87 -1.69
H 1.26 1.40 0.19
H 1.48 -1.01 0.07
H 1.09 0.77 -2.27
H -1.49 1.90 -1.96
H 0.71 -3.03 -2.00
H -0.16 -2.75 -0.89
H -0.90 0.40 3.33
H -0.24 2.91 -1.88
H -0.39 -0.04 -1.94
H -2.21 0.48 4.02
H -0.51 1.37 0.19
H 1.29 -1.35 2.27
N -0.52 2.01 -2.25
O 0.91 -0.42 1.96
C 0.34 0.83 -0.13
C 0.62 -0.53 0.53
```

As for the total charge: 0. The orbital gap comes out at 10.203 eV. The HOMO energy comes out at -9.4807 eV. The SMILES is NCCCO.O.O. The calculation puts the molecular weight at 111.14 g mol⁻¹. The value obtained for the energy relative to the best compared isomer or geometry (same formula, charge and spin) is 36.2 kcal per mole.